Entry 1:
Here is a cluster of 2 separate species, C18H29Si in total at a distorted geometry from OMol25. Energies are from wB97M-V/def2-TZVPD.

Geometry (Å):
C1 4.11 -2.09 0.07
C2 2.75 -1.74 -0.53
C3 2.68 -0.24 -0.79
C4 2.58 -2.49 -1.85
C5 1.69 -2.17 0.51
Si1 -0.15 -1.75 0.31
C6 -0.88 -2.64 -1.17
C7 -0.97 -2.30 1.91
H1 -0.44 -0.10 0.12
H2 4.20 -3.17 0.24
H3 4.92 -1.78 -0.61
H4 4.26 -1.58 1.02
H5 1.74 0.04 -1.29
H6 2.77 0.34 0.13
H7 3.50 0.06 -1.46
H8 1.60 -2.32 -2.31
H9 3.35 -2.15 -2.56
H10 2.71 -3.57 -1.71
H11 1.73 -3.26 0.65
H12 1.95 -1.73 1.48
H13 -0.41 -3.63 -1.30
H14 -1.95 -2.78 -1.00
H15 -0.74 -2.05 -2.08
H16 -0.71 -3.35 2.12
H17 -0.63 -1.67 2.74
H18 -2.06 -2.21 1.82
C8 0.15 2.25 1.00
C9 1.30 2.88 0.15
C10 0.86 2.65 -1.27
C11 -0.39 2.11 -1.33
C12 -0.89 1.78 -0.02
C13 -2.32 1.88 0.29
C14 -3.28 2.11 -0.73
C15 -4.62 2.34 -0.40
C16 -5.05 2.29 0.93
C17 -4.12 2.00 1.95
C18 -2.78 1.79 1.64
H19 0.50 1.37 1.54
H20 -0.23 2.97 1.75
H21 1.39 3.96 0.39
H22 2.28 2.42 0.39
H23 1.48 2.96 -2.12
H24 -0.96 1.89 -2.24
H25 -2.96 2.16 -1.77
H26 -5.33 2.55 -1.21
H27 -6.10 2.47 1.17
H28 -4.46 1.94 2.98
H29 -2.06 1.58 2.44

Its total charge is +1. Its HOMO energy is -12.83 eV. The calculation puts the maximum force at 0.0600 hartree/bohr. The molar mass is 273.52 g mol⁻¹. The energy relative to the best compared isomer or geometry (same formula, charge and spin) comes out at 0.00 kcal per mole. The value obtained for the HOMO-LUMO gap is 0.2718 Eh. As for the total energy: -992.49132 hartree.

---

Entry 2:
Here is a structure of composition C18H30AgF6O18PS3 at a distorted geometry from OMol25. Energies are from wB97M-V/def2-TZVPD.

Geometry (Å):
Ag1 -2.33 -3.32 0.49
P1 -0.27 -0.30 -0.43
F1 -0.93 1.24 -0.43
F2 -1.79 -1.05 -0.42
F3 -0.26 -0.30 -2.11
F4 0.33 -1.85 -0.36
F5 1.32 0.18 -0.35
F6 -0.34 -0.30 1.14
O1 -1.81 -2.64 2.77
C1 -1.29 -1.79 3.54
O2 -1.81 -0.61 3.74
C2 -1.07 0.16 4.71
C3 -0.29 -0.89 5.36
C4 -0.04 -1.98 4.36
H1 -1.60 0.67 5.51
H2 -0.41 0.84 4.17
H3 -0.85 -1.29 6.20
H4 0.55 -0.39 5.85
H5 0.05 -2.98 4.80
H6 0.89 -1.78 3.84
O3 2.91 5.03 -3.84
C5 2.88 3.82 -3.64
O4 3.87 3.05 -4.09
C6 3.80 1.75 -3.56
C7 2.31 1.49 -3.25
C8 1.81 2.97 -3.06
H7 4.51 1.74 -2.73
H8 4.19 0.95 -4.18
H9 2.16 0.88 -2.36
H10 1.76 0.97 -4.04
H11 1.75 3.14 -1.99
H12 0.83 3.19 -3.48
O5 -4.50 -2.35 -0.36
C9 -4.91 -1.28 -0.79
O6 -6.20 -1.02 -0.81
C10 -6.49 0.11 -1.54
C11 -5.14 0.71 -2.12
C12 -4.11 -0.23 -1.44
H13 -6.88 0.94 -0.94
H14 -7.17 0.01 -2.39
H15 -5.13 1.78 -1.92
H16 -5.28 0.70 -3.20
H17 -3.46 0.24 -0.71
H18 -3.45 -0.59 -2.23
C13 2.43 -3.78 1.67
C14 1.88 -4.86 0.82
O7 2.80 -5.26 -0.18
S1 4.29 -4.62 0.10
O8 4.59 -3.55 -0.85
O9 5.25 -5.77 0.22
O10 3.84 -4.07 1.64
H19 1.96 -3.69 2.65
H20 2.24 -2.83 1.15
H21 1.16 -4.36 0.16
H22 1.48 -5.69 1.39
C15 -2.06 3.23 -4.26
C16 -1.80 2.49 -2.93
O11 -2.76 2.95 -2.04
S2 -3.21 4.49 -2.48
O12 -2.53 5.47 -1.65
O13 -4.59 4.39 -2.76
O14 -2.37 4.46 -3.89
H23 -2.85 2.69 -4.79
H24 -1.19 3.16 -4.92
H25 -0.85 2.80 -2.49
H26 -1.79 1.41 -3.04
C17 2.62 1.11 2.92
C18 3.15 0.18 1.87
O15 4.22 -0.53 2.44
S3 3.95 -0.84 4.04
O16 5.02 -0.20 4.81
O17 3.46 -2.20 4.28
O18 2.71 0.23 3.99
H27 1.58 1.42 2.82
H28 3.26 1.99 2.98
H29 3.63 0.64 1.01
H30 2.38 -0.53 1.56

Its HOMO energy is -10.08 eV. The calculation puts the maximum force at 0.0954 hartree/bohr. The molar mass is 883.45 g mol⁻¹. The energy relative to the best compared isomer or geometry (same formula, charge and spin) comes out at 58.19 kcal per mole. The value obtained for the HOMO-LUMO gap is 0.3121 Eh. As for the total energy: -4340.33967 hartree.

---

Entry 3:
Here is a structure of composition C18H30AsBMgN4O4S4 from OMol25. Energies are from wB97M-V/def2-TZVPD.

Geometry (Å):
Mg1 0.40 0.08 -2.03
S1 2.82 0.97 -5.26
As1 2.87 1.77 -3.24
S2 3.00 0.03 -1.86
S3 0.79 2.43 -2.72
S4 4.31 3.29 -2.80
C1 -0.85 0.38 -5.43
N1 -1.71 1.36 -4.78
C2 -1.63 2.69 -5.37
C3 -2.68 3.59 -4.76
C4 -2.50 3.58 -3.26
N2 -2.56 2.21 -2.76
C5 -2.56 2.11 -1.31
C6 -1.93 1.21 -3.45
O1 -1.66 0.13 -2.88
H1 0.20 0.68 -5.36
H2 -1.15 0.32 -6.48
H3 -0.98 -0.59 -4.96
H4 -1.77 2.58 -6.45
H5 -0.62 3.08 -5.20
H6 -3.68 3.22 -5.02
H7 -2.58 4.60 -5.15
H8 -3.28 4.16 -2.76
H9 -1.53 4.01 -3.00
H10 -1.66 2.57 -0.89
H11 -2.57 1.07 -1.02
H12 -3.45 2.61 -0.92
C7 0.38 -3.61 -1.05
N3 1.35 -3.59 -2.14
C8 1.33 -2.56 -3.03
N4 2.34 -2.49 -3.94
O2 0.40 -1.76 -3.10
H13 0.21 -4.65 -0.75
H14 -0.55 -3.19 -1.42
H15 0.71 -3.02 -0.20
H16 2.27 -3.94 -1.92
H17 3.20 -2.97 -3.70
H18 2.50 -1.53 -4.26
C9 0.71 -0.44 7.40
C10 0.68 -1.38 6.20
C11 -0.47 -2.38 6.40
C12 2.00 -2.16 6.17
C13 0.48 -0.64 4.87
C14 0.25 0.73 4.81
C15 0.07 1.40 3.59
C16 0.11 0.65 2.44
O3 -0.04 1.04 1.16
B1 0.12 -0.13 0.30
O4 0.34 -1.22 1.24
C17 0.34 -0.72 2.49
C18 0.53 -1.38 3.68
H19 0.85 -1.02 8.31
H20 -0.23 0.11 7.50
H21 1.52 0.29 7.32
H22 -0.34 -2.93 7.33
H23 -0.52 -3.10 5.58
H24 -1.43 -1.86 6.44
H25 2.16 -2.66 7.13
H26 2.84 -1.48 5.99
H27 2.01 -2.91 5.39
H28 0.23 1.32 5.71
H29 -0.09 2.47 3.55
H30 0.71 -2.45 3.67

Its total charge is -2. Its HOMO energy is -0.95 eV. The calculation puts the maximum force at 0.0154 hartree/bohr. The molar mass is 604.77 g mol⁻¹. The energy relative to the best compared isomer or geometry (same formula, charge and spin) comes out at 0.00 kcal per mole. The value obtained for the HOMO-LUMO gap is 0.1736 Eh. As for the total energy: -5277.70443 hartree.

---

Entry 4:
Here is a structure of composition C18H30AsBrN3O4RuS2Se2 at a distorted geometry from OMol25. Energies are from wB97M-V/def2-TZVPD.

Geometry (Å):
Ru1 -0.19 0.51 0.38
O1 -5.90 1.10 -1.24
C1 -5.68 0.88 0.13
C2 -4.16 0.74 0.37
C3 -3.93 0.59 1.88
O2 -2.58 0.24 2.10
C4 -3.73 -0.53 -0.37
Se1 -1.85 -1.10 -0.25
C5 -3.48 1.99 -0.19
Se2 -1.62 2.37 0.35
H1 -6.84 1.10 -1.41
H2 -6.18 -0.04 0.46
H3 -6.07 1.71 0.74
H4 -4.59 -0.20 2.26
H5 -4.17 1.53 2.38
H6 -2.45 -0.02 3.02
H7 -3.99 -0.42 -1.42
H8 -4.29 -1.38 0.04
H9 -4.05 2.87 0.13
H10 -3.51 1.95 -1.28
Br1 0.72 -6.76 0.59
C6 1.91 -5.28 0.57
C7 3.28 -5.47 0.43
N1 4.13 -4.47 0.39
C8 3.68 -3.23 0.49
C9 2.33 -2.94 0.64
C10 1.42 -3.99 0.68
C11 1.85 -1.52 0.67
O3 2.52 -0.58 1.09
O4 0.68 -1.40 0.19
H11 3.70 -6.46 0.33
H12 4.41 -2.43 0.44
H13 0.36 -3.80 0.78
C12 2.18 2.86 1.39
N2 2.68 2.01 2.43
C13 4.10 1.80 2.65
C14 4.14 0.78 3.80
N3 2.74 0.40 3.91
C15 1.98 1.06 3.05
S1 0.31 0.80 2.88
H14 2.92 3.62 1.17
H15 1.25 3.34 1.73
H16 1.97 2.28 0.48
H17 4.59 2.74 2.93
H18 4.56 1.41 1.74
H19 4.48 1.22 4.74
H20 4.76 -0.09 3.57
H21 2.43 -0.39 4.45
C16 -0.39 -0.96 -3.77
As1 0.40 0.80 -3.49
C17 1.82 1.02 -4.82
C18 -0.98 2.12 -3.93
S2 1.34 1.15 -1.63
H22 -0.66 -1.05 -4.82
H23 -1.28 -1.06 -3.15
H24 0.33 -1.73 -3.50
H25 1.43 0.88 -5.83
H26 2.61 0.29 -4.61
H27 2.25 2.02 -4.71
H28 -1.20 2.08 -5.00
H29 -0.63 3.11 -3.65
H30 -1.89 1.90 -3.36

Its total charge is +1. Its HOMO energy (spin up / spin down) is -10.79 / -10.78 eV. The calculation puts the maximum force at 0.0254 hartree/bohr. The molar mass is 830.41 g mol⁻¹. The energy relative to the best compared isomer or geometry (same formula, charge and spin) comes out at 23.25 kcal per mole. As for the multiplicity: 5. The value obtained for the HOMO-LUMO gap (spin up / spin down) is 0.2721 / 0.2313 Eh. As for the total energy: -11672.81199 hartree.

---

Entry 5:
Here is a structure of composition C18H30BeCl3NO3P from OMol25. Energies are from wB97M-V/def2-TZVPD.

Geometry (Å):
Be1 -0.71 0.07 -0.16
C1 -0.59 -0.30 1.63
C2 -0.69 1.10 1.36
C3 -1.89 1.31 0.62
C4 -2.51 0.06 0.41
C5 -1.71 -0.95 1.02
C6 -2.01 -2.41 1.06
C7 -3.77 -0.18 -0.37
C8 -2.40 2.63 0.11
C9 0.28 2.14 1.81
C10 0.48 -0.97 2.43
H1 -2.62 -2.65 1.93
H2 -1.10 -3.01 1.12
H3 -2.57 -2.73 0.18
H4 -4.61 -0.33 0.30
H5 -3.69 -1.07 -1.00
H6 -3.99 0.67 -1.02
H7 -3.44 2.78 0.43
H8 -2.38 2.68 -0.98
H9 -1.82 3.46 0.51
H10 0.04 2.49 2.82
H11 0.28 3.01 1.16
H12 1.30 1.75 1.84
H13 0.16 -1.09 3.47
H14 1.40 -0.39 2.44
H15 0.71 -1.97 2.04
C11 2.71 1.65 -3.44
C12 1.41 1.59 -2.69
O1 0.76 0.33 -3.00
P1 -0.59 -0.03 -2.25
O2 -0.95 -1.44 -2.86
C13 -0.30 -2.64 -2.34
C14 0.93 -2.98 -3.14
O3 -1.71 0.93 -2.81
C15 -2.05 1.00 -4.23
C16 -2.95 2.19 -4.43
H16 3.23 2.58 -3.22
H17 2.53 1.60 -4.52
H18 3.36 0.82 -3.16
H19 0.74 2.41 -2.98
H20 1.57 1.65 -1.61
H21 -1.06 -3.42 -2.41
H22 -0.07 -2.48 -1.28
H23 0.68 -3.13 -4.19
H24 1.36 -3.91 -2.76
H25 1.68 -2.20 -3.07
H26 -2.54 0.07 -4.50
H27 -1.12 1.09 -4.80
H28 -3.86 2.09 -3.83
H29 -3.23 2.26 -5.48
H30 -2.44 3.11 -4.15
Cl1 5.50 0.02 -0.90
C17 4.55 -1.39 -0.44
Cl2 5.02 -1.98 1.15
Cl3 4.71 -2.66 -1.66
C18 3.14 -1.00 -0.38
N1 2.03 -0.69 -0.32

Its total charge is +1. Its HOMO energy is -11.79 eV. The calculation puts the maximum force at 0.0086 hartree/bohr. The molar mass is 454.79 g mol⁻¹. The energy relative to the best compared isomer or geometry (same formula, charge and spin) comes out at 0.00 kcal per mole. The value obtained for the HOMO-LUMO gap is 0.3534 Eh. As for the total energy: -2720.93591 hartree.

---

Entry 6:
Here is a cluster of 2 separate species, C18H30BrIN3 in total at a distorted geometry from OMol25. Energies are from wB97M-V/def2-TZVPD.

Geometry (Å):
N1 0.90 0.15 2.39
C1 -0.10 -0.65 1.85
N2 -0.72 -1.85 2.56
C2 -0.75 -3.08 1.69
Br1 -1.83 -4.46 2.72
C3 -1.45 -2.84 0.20
C4 -0.29 -3.15 -0.92
C5 0.27 -4.73 -0.87
C6 1.91 -4.58 -0.59
C7 2.75 -3.78 -1.79
C8 4.36 -3.52 -1.62
C9 5.08 -4.08 -0.25
C10 4.26 -4.91 0.96
C11 2.65 -5.17 0.78
C12 -1.81 -1.22 0.11
I1 -2.53 -0.58 -1.86
N3 -0.62 -0.34 0.46
H1 1.21 1.05 1.92
H2 1.35 -0.03 3.34
H3 -1.67 -1.55 2.88
H4 0.35 -3.49 1.63
H5 -2.39 -3.53 0.15
H6 -0.64 -2.99 -2.04
H7 0.59 -2.37 -0.71
H8 0.11 -5.21 -1.93
H9 -0.25 -5.37 -0.04
H10 2.15 -3.38 -2.74
H11 4.90 -2.92 -2.48
H12 6.22 -3.87 -0.11
H13 4.79 -5.31 1.94
H14 1.96 -5.74 1.53
H15 -2.67 -0.95 0.88
H16 -0.82 0.68 0.32
C13 0.88 3.71 -0.61
C14 -0.57 3.33 -0.84
C15 -1.35 4.37 -1.65
C16 -1.47 5.76 -1.01
C17 -2.12 5.78 0.38
C18 -3.56 5.29 0.38
H17 0.97 4.63 -0.02
H18 1.40 2.91 -0.07
H19 1.40 3.86 -1.56
H20 -1.06 3.15 0.12
H21 -0.60 2.38 -1.39
H22 -2.35 3.98 -1.86
H23 -0.87 4.49 -2.63
H24 -2.05 6.40 -1.68
H25 -0.48 6.21 -0.94
H26 -2.10 6.81 0.75
H27 -1.53 5.19 1.09
H28 -4.18 5.89 -0.30
H29 -3.98 5.37 1.39
H30 -3.63 4.24 0.07

Its total charge is +1. Its HOMO energy is -10.65 eV. The calculation puts the maximum force at 0.0954 hartree/bohr. The molar mass is 495.27 g mol⁻¹. The value obtained for the HOMO-LUMO gap is 0.2242 Eh. As for the total energy: -3739.20961 hartree.